No. 1
Below is C3H6N2O2 in the gas phase at a distorted geometry, with properties calculated with ωB97M-V with the def2-TZVPD basis set.

Positions of all 13 atoms, in Å:
C: 0.019 -1.460 0.209
C: -0.536 0.818 0.225
C: 1.005 0.996 0.003
N: -0.836 -0.575 0.062
N: 1.781 -0.251 0.540
O: 2.675 -0.568 -0.177
O: -2.272 -0.778 -0.086
H: -0.161 -2.615 0.175
H: -0.707 1.337 1.196
H: -1.197 1.475 -0.456
H: 1.250 0.979 -1.154
H: 1.427 1.809 0.443
H: -2.446 -1.165 -0.979

As for the energy above the lowest of the compared OMol25 structures with the same formula, charge and spin: 121.8 kcal/mol. As for the charge: 0. As for the spin multiplicity: 3. The value obtained for the gap between HOMO and LUMO (alpha / beta) is 6.546 / 8.060 eV. Its expectation value of S² is 2.012. Its LUMO energy (alpha / beta) is 0.68 / -0.13 eV. For the HOMO energy (alpha / beta), the calculation gives -5.867 / -8.186 eV.


No. 2
Below is C3H6N2O2S in the gas phase at a distorted geometry, with properties calculated with ωB97M-V with the def2-TZVPD basis set.

Positions of all 14 atoms, in Å:
C: 0.389 0.340 2.161
C: 0.283 -0.329 -0.374
C: -0.474 -0.234 -1.725
H: -0.319 -0.256 2.741
H: 1.210 -0.621 2.096
H: 0.757 1.367 2.518
H: -0.839 2.707 -0.071
H: 1.469 -2.013 -0.765
H: -1.119 -1.229 -3.217
N: 0.023 0.549 0.723
N: 1.163 -1.308 -0.100
O: -0.713 -1.428 -2.435
O: -0.554 0.820 -2.216
S: -1.276 1.635 0.664

As for the energy above the lowest of the compared OMol25 structures with the same formula, charge and spin: 84.0 kcal/mol. As for the charge: 0. The SMILES is [H]/N=C(\C(=O)O)N(C)S. The value obtained for the gap between HOMO and LUMO is 9.184 eV. Its LUMO energy is 0.40 eV. For the HOMO energy, the calculation gives -8.785 eV.


No. 3
Below is C3H6N2O2S in the gas phase at a distorted geometry, with properties calculated with ωB97M-V with the def2-TZVPD basis set.

Positions of all 14 atoms, in Å:
C: 0.627 -1.326 0.026
C: -0.936 0.997 0.155
C: -2.351 0.913 -0.133
N: 0.171 1.300 0.341
N: 1.311 1.170 0.656
O: 3.034 -0.644 0.975
O: 2.597 -0.083 -1.330
S: 2.104 -0.194 0.015
H: 1.192 -2.223 0.358
H: 0.328 -1.492 -0.978
H: -0.225 -1.096 0.648
H: -2.644 0.488 0.744
H: -2.328 0.251 -1.051
H: -2.879 1.939 -0.426

As for the energy above the lowest of the compared OMol25 structures with the same formula, charge and spin: 135.5 kcal/mol. As for the charge: 0. The value obtained for the gap between HOMO and LUMO is 9.282 eV. Its LUMO energy is 0.16 eV. For the HOMO energy, the calculation gives -9.127 eV.


No. 4
Below is 2 unconnected molecules or ions with the total composition C3H6N2O3 at a distorted geometry, with properties calculated with ωB97M-V with the def2-TZVPD basis set.

Positions of all 14 atoms, in Å:
C: 1.836 -0.343 0.090
C: 1.510 -0.990 -1.051
C: -0.900 0.310 0.560
N: -0.619 0.295 -0.920
N: -2.157 -0.171 0.837
O: 1.883 1.042 0.042
O: 1.820 -1.837 -1.827
O: -0.333 0.988 1.398
H: 1.274 1.379 0.735
H: 2.122 -0.933 0.951
H: -1.392 0.191 -1.562
H: 0.006 1.008 -1.274
H: -2.615 -0.818 0.216
H: -2.435 -0.120 1.804

As for the energy above the lowest of the compared OMol25 structures with the same formula, charge and spin: 78.9 kcal/mol. As for the charge: 0. The SMILES is NC(N)=O.O=C=CO. The value obtained for the gap between HOMO and LUMO is 8.158 eV. Its LUMO energy is 0.40 eV. For the HOMO energy, the calculation gives -7.755 eV.